Entry from the OMol25 dataset: a structure of composition C45H52GeNO4PRuSTe in a non-equilibrium geometry (the ωB97M-V functional and the def2-TZVPD basis).

Each line ends with the Löwdin charge.
CARTESIAN COORDINATES (ANGSTROEM)
H (0.74, -0.59, 6.32)  0.145
H (-0.45, 5.97, -3.29)  0.130
H (-3.36, -0.98, -1.27)  0.037
H (1.43, -0.82, -7.99)  0.130
C (1.68, -0.51, 4.40)  0.034
H (3.45, 0.95, -3.50)  0.131
C (-1.28, 3.90, 3.98)  -0.016
H (-0.57, -3.99, -2.11)  0.117
H (2.63, -0.83, 4.79)  0.134
H (-4.63, 1.11, -0.80)  0.114
C (-4.04, -0.94, -0.43)  -0.296
H (-4.45, 0.10, 2.88)  0.108
C (2.65, -3.89, 1.47)  -0.046
H (4.19, -0.63, 3.42)  0.130
Ge (0.46, 2.72, 0.36)  1.037
H (1.11, 1.56, -8.02)  0.129
C (-0.69, 3.54, -0.94)  -0.403
H (1.11, -2.10, -5.93)  0.127
H (2.81, -4.14, -0.67)  0.142
C (4.51, -0.07, 0.08)  -0.132
C (4.88, -0.38, 1.41)  0.090
H (1.36, -1.34, -2.92)  0.058
H (2.23, -3.20, 2.20)  0.059
C (5.10, 0.40, -2.22)  0.006
H (-6.16, -0.56, 1.26)  0.134
C (1.51, -0.21, 3.06)  -0.166
S (-3.07, -0.73, 1.08)  1.076
C (0.22, 0.14, 2.56)  -0.188
C (3.91, -0.43, 2.39)  0.046
C (-0.66, 0.04, 4.80)  0.009
C (0.63, -0.36, -4.73)  -0.297
H (5.84, 0.50, -3.00)  0.136
H (5.92, -0.55, 1.65)  0.152
H (-3.83, 1.37, 1.78)  0.096
C (-0.60, -4.15, 3.70)  -0.042
H (-1.48, 0.14, 5.50)  0.139
C (-2.10, -4.89, -0.88)  -0.042
H (1.74, 0.73, -1.73)  -0.011
H (-1.80, 0.64, 3.11)  0.079
H (2.90, -2.46, -0.14)  0.093
H (0.47, 2.76, -5.93)  0.127
H (-0.24, -4.88, 1.70)  0.112
H (1.95, 3.67, 5.06)  0.131
C (-1.13, 3.46, 2.68)  -0.084
H (0.93, 2.14, -2.96)  0.055
H (-1.38, -5.35, -0.21)  0.076
H (-1.90, -4.33, 1.99)  0.123
O (-1.91, 0.30, 0.71)  -0.767
H (-0.11, -2.06, -3.61)  0.060
C (-1.51, -3.73, -1.63)  -0.193
H (-1.19, -3.39, 4.20)  0.082
C (-2.05, 3.24, -1.07)  -0.163
H (-1.98, 3.46, 2.01)  0.109
O (-1.27, -2.54, -0.76)  -0.372
C (0.15, 3.09, 2.22)  -0.336
H (-6.18, 1.19, 1.14)  0.141
H (-0.31, 4.29, 5.86)  0.137
C (0.98, -1.02, -5.91)  -0.003
H (6.52, -0.11, -0.71)  0.142
H (-2.24, 4.24, 4.33)  0.132
C (2.43, -3.42, 0.05)  -0.181
Ru (0.08, 0.08, 0.56)  1.077
C (5.48, 0.06, -0.95)  0.034
C (-0.12, 4.52, -1.75)  -0.118
C (1.26, 3.15, 3.09)  -0.088
C (-0.89, 5.19, -2.68)  -0.039
H (-4.51, -1.92, -0.31)  0.121
C (3.74, 0.64, -2.50)  0.008
H (-2.21, -3.34, -2.38)  0.130
C (-4.31, 0.39, 1.84)  -0.268
H (-3.87, 3.69, -2.12)  0.120
H (2.25, 2.90, 2.73)  0.111
O (1.01, -3.28, -0.32)  -0.218
C (-0.85, 0.30, 3.47)  -0.076
H (-5.89, -0.07, -1.14)  0.143
P (-0.10, -2.33, 0.27)  0.608
C (0.63, 1.69, -5.92)  -0.001
H (0.93, 4.78, -1.65)  0.112
C (0.42, -1.12, -3.44)  -0.348
Te (-0.77, 0.18, -2.23)  1.512
H (-2.99, -4.60, -0.32)  0.089
H (0.46, -3.99, 3.92)  0.078
C (-0.17, 3.94, 4.84)  0.013
N (2.18, 0.02, 0.78)  -0.011
C (-2.81, 3.90, -2.02)  -0.049
C (0.46, 0.99, -4.74)  -0.308
C (1.16, -0.31, -7.08)  -0.057
C (2.78, 0.51, -1.52)  -0.076
O (-0.53, -2.80, 1.70)  -0.283
C (3.14, 0.15, -0.21)  -0.218
C (2.58, -0.22, 2.06)  -0.220
C (0.98, 1.02, -7.09)  -0.040
H (-0.88, -5.12, 4.11)  0.106
H (-0.66, 2.50, -3.61)  0.060
C (-5.08, 0.18, -0.46)  -0.190
H (-2.51, 2.51, -0.43)  0.062
C (1.09, 3.58, 4.40)  -0.021
C (0.60, -0.38, 5.27)  0.050
H (-2.41, -5.65, -1.60)  0.111
H (1.94, 2.90, 0.01)  0.017
H (3.72, -3.97, 1.64)  0.103
H (-2.84, 5.41, -3.55)  0.131
C (-2.23, 4.88, -2.82)  -0.025
H (2.22, -4.88, 1.63)  0.095
C (-0.85, -4.15, 2.22)  -0.203
C (0.06, 1.70, -3.46)  -0.362
C (-5.57, 0.31, 0.98)  -0.186

Output
multiplicity	5
HOMO level (alpha / beta)	-17.4 / -17.4	eV
charge	+4
max |F|	2.35	eV Å⁻¹
LUMO energy (alpha / beta)	-11.2 / -14.1	eV
energy above the lowest of the compared OMol25 structures with the same formula, charge and spin	17.6	kcal/mol